## i
DFT (ωB97M-V/def2-TZVPD) results for a molecular structure, C29H24BrN2O2PPdS.

Each line ends with the Mulliken charge.
Atoms and positions in Å:
Pd -0.44 0.38 -0.57  0.2020
Br -3.10 -4.43 -3.23  -0.1699
S 1.81 0.65 -0.49  -0.4547
P -0.50 -0.56 1.39  1.6203
O -2.46 -0.03 -0.56  -0.3348
O -4.21 -0.97 0.46  -0.7064
N -0.38 2.36 -1.65  -0.1578
N -0.35 -1.54 -2.28  0.1815
C 1.47 1.95 3.92  -0.6901
C -2.61 2.17 -2.58  -1.2357
C 3.00 3.10 -0.44  -0.6370
C -1.47 -3.51 -2.98  -0.4910
C 1.14 -0.13 5.09  -0.7413
C -0.26 5.09 -2.18  -0.7761
C 3.09 4.48 -0.70  -0.6509
C 0.38 0.10 2.82  0.4538
C 0.81 -2.13 -2.54  -0.1941
C -0.26 -4.13 -3.25  -0.1240
C 0.90 -3.42 -3.03  -0.8045
C 2.04 5.15 -1.27  -0.8443
C -0.68 -4.57 0.71  -0.6549
C -1.39 2.97 -2.21  0.9809
C -1.48 -2.21 -2.49  -0.1029
C -3.08 -0.51 0.48  0.2368
C 0.86 1.41 2.80  -0.4884
C 0.64 -4.96 0.80  -0.4867
C -0.07 -2.32 1.30  0.5208
C 1.27 -2.72 1.38  -0.4005
C -1.37 4.36 -2.48  -0.7828
C -1.04 -3.26 0.95  -0.5575
C 1.87 2.39 -0.76  0.6271
C -2.28 -0.47 1.79  -0.9264
C 1.62 -4.03 1.14  -0.7330
C 0.86 4.45 -1.60  1.0905
C 0.52 -0.67 3.97  -0.3963
C 1.61 1.18 5.07  -0.4433
C 0.76 3.07 -1.34  -0.3652
H -2.23 4.82 -2.94  0.4241
H 2.09 1.60 5.94  0.3855
H 4.00 5.01 -0.45  0.3906
H 0.92 -5.99 0.61  0.3965
H 0.76 2.00 1.89  0.2599
H 1.87 -3.86 -3.23  0.4208
H 1.25 -0.73 5.99  0.4044
H -3.35 2.22 -1.78  0.2261
H 2.03 -1.99 1.63  0.4191
H 2.65 -4.34 1.22  0.4045
H -0.24 -5.15 -3.63  0.4648
H 3.83 2.58 0.02  0.4901
H -2.08 -2.96 0.87  0.2975
H 2.10 6.21 -1.47  0.3657
H -3.06 2.57 -3.49  0.4827
H -2.41 -1.71 -2.24  0.5113
H 1.84 2.96 3.90  0.4199
H 1.70 -1.53 -2.35  0.3810
H -1.45 -5.29 0.44  0.4569
H -2.61 -1.22 2.50  0.4142
H -0.22 6.15 -2.38  0.4002
H -2.36 1.13 -2.72  0.0915
H 0.16 -1.69 3.99  0.4333
H -2.44 0.52 2.23  0.4963

## Properties
orbital gap: 7.49 eV
HOMO level: -0.275 Ha

=====

## ii
DFT (ωB97M-V/def2-TZVPD) results for a molecular structure, C29H24BrN2O2PPdS.

Each line ends with the Mulliken charge.
Atoms and positions in Å:
Pd -0.25 -0.29 -0.16  -0.0234
Br 3.81 3.74 -2.16  -0.1910
S 1.68 -1.43 0.40  -0.3924
P -1.61 -1.88 0.34  1.5275
O -2.01 0.66 -0.73  -0.5121
O -4.18 0.89 -0.17  -0.6854
N 0.83 0.93 -2.09  0.2333
N 0.43 1.13 1.42  0.8473
C -2.18 -4.54 1.02  -0.2411
C -1.02 2.97 0.72  -1.4232
C 3.06 -0.66 4.12  -0.7932
C 0.03 2.88 2.99  -0.8638
C -0.91 -4.20 -1.00  -0.4830
C -0.70 -2.24 2.94  -0.5599
C -2.35 -0.33 4.08  -0.7035
C -3.18 0.21 -0.35  0.1633
C 1.29 0.55 2.32  -0.5417
C -2.48 -0.64 2.73  -0.5270
C 1.95 -0.67 1.96  0.5291
C -0.91 -5.57 -1.23  -0.6641
C -2.18 -5.90 0.78  -0.7386
C -1.40 -0.97 4.85  -0.5231
C 0.85 2.31 3.90  -1.1900
C 2.11 2.42 -4.04  -0.0516
C -0.58 -1.93 4.28  -0.7248
C -1.55 -3.68 0.12  0.4758
C 1.53 1.12 3.58  1.2373
C 2.46 2.54 -2.71  -0.4818
C 2.81 -1.24 2.87  -0.3198
C -0.15 2.27 1.72  0.5595
C 2.42 0.49 4.48  -0.7783
C -1.66 -1.60 2.14  0.5915
C 0.49 0.80 -3.37  -0.3223
C 1.11 1.53 -4.38  -0.7718
C -1.55 -6.42 -0.34  -0.4381
C -3.23 -1.32 -0.22  -0.7615
C 1.80 1.78 -1.76  0.0643
H -4.03 -1.68 0.42  0.4456
H -3.41 -1.69 -1.23  0.4515
H -0.49 3.81 3.19  0.5185
H -0.41 -3.54 -1.69  0.3480
H -3.23 -0.13 2.14  0.3169
H -0.31 0.11 -3.58  0.3896
H -1.55 -7.49 -0.51  0.3865
H -2.68 -6.57 1.48  0.3973
H -0.41 -5.97 -2.10  0.4020
H -0.72 2.74 -0.30  0.1302
H 2.58 0.95 5.45  0.3954
H 3.31 -2.16 2.59  0.4453
H -3.00 0.42 4.52  0.4543
H 0.81 1.39 -5.41  0.3942
H 0.17 -2.43 4.88  0.3950
H -0.05 -2.98 2.50  0.5224
H -2.67 -4.15 1.90  0.4360
H -2.06 2.66 0.81  0.1539
H 2.06 1.85 -0.71  0.2749
H -0.96 4.05 0.89  0.5599
H -1.30 -0.72 5.90  0.4113
H 1.00 2.77 4.88  0.4168
H 3.74 -1.14 4.80  0.3934
H 2.62 3.01 -4.80  0.4388

## Properties
orbital gap: 7.31 eV
HOMO level: -0.272 Ha

=====

Energy comparison, zero being the most stable, in hartree: i 0.0000; ii 0.0142.